(1)
Here is 2 unconnected molecules or ions with the total composition CHCl3O2S from OMol25. Energies are from ωB97M-V/def2-TZVPD.

Output
**HOMO level (spin up / spin down)**: -0.3732 / -0.3778 Eh
**SMILES string**: O=S(=O)=C(Cl)Cl.Cl
**LUMO level (spin up / spin down)**: -2.87 / -2.58 eV
**Gap between HOMO and LUMO (spin up / spin down)**: 7.286 / 7.698 eV
**Charge**: 0
**E_tot**: -1967.8361 a.u.

The geometry in XYZ format:
```
8
Properties=species:S:1:pos:R:3:forces:R:3
O 0.8389 -0.8888 0.8214 -0.3 -1.5 -0.1
S 0.9678 0.4141 0.2487 0.6 0.5 1.2
O 2.0825 1.1792 0.7529 -0.5 0.6 -0.6
C -0.7173 1.1842 0.5107 0.7 -0.4 -0.7
Cl -1.9846 0.1611 0.0562 -0.2 -0.2 0.3
Cl -0.8098 2.7211 -0.1162 -0.2 1.2 0.0
Cl -0.2186 -2.8487 -1.5750 -0.1 -0.2 -0.3
H -0.1589 -1.9222 -0.6988 0.1 0.0 0.3
```
Forces are in eV/Å.

(2)
Here is 11 unconnected molecules or ions with the total composition C44H88O22S11 from OMol25. Energies are from ωB97M-V/def2-TZVPD.

Output
**HOMO level**: -0.3502 Eh
**SMILES string**: O=S1(=O)CCCC1.O=S1(=O)CCCC1.O=S1(=O)CCCC1.O=S1(=O)CCCC1.O=S1(=O)CCCC1.O=S1(=O)CCCC1.O=S1(=O)CCCC1.O=S1(=O)CCCC1.O=S1(=O)CCCC1.O=S1(=O)CCCC1.O=S1(=O)CCCC1
**LUMO level**: -0.27 eV
**Gap between HOMO and LUMO**: 9.263 eV
**Charge**: 0
**E_tot**: -7764.4369 a.u.

The geometry in XYZ format:
```
165
Properties=species:S:1:pos:R:3:forces:R:3
O 7.4657 2.0196 -2.2841 -0.8 -1.8 0.0
S 6.6973 0.8098 -1.9533 -0.6 0.3 1.6
O 6.3394 -0.2249 -2.9349 0.9 1.1 0.9
C 7.3819 0.0749 -0.3133 0.8 1.1 -0.9
C 6.2223 -0.0495 0.6049 -0.9 -1.1 -0.3
C 5.2818 1.1416 0.3949 0.7 0.2 0.2
C 5.1141 1.3507 -1.1430 0.5 -0.3 0.9
H 7.9831 0.8464 0.1679 0.5 0.2 -0.8
H 7.9787 -0.8231 -0.4728 -0.2 0.1 -0.2
H 5.7473 -0.9999 0.3616 -0.6 0.0 0.2
H 6.5762 -0.1283 1.6328 0.0 0.1 0.1
H 5.7219 2.0030 0.8974 0.4 0.3 -0.5
H 4.4036 1.0430 1.0330 -0.6 -0.3 -0.9
H 5.0093 2.3900 -1.4544 -0.4 -0.2 0.1
H 4.3246 0.6940 -1.5083 0.1 0.2 -0.1
O 5.2656 -1.7450 -5.7855 -1.1 -1.2 1.1
S 4.7387 -3.0239 -5.2897 0.8 0.2 -0.3
O 5.2095 -4.1958 -5.9866 -0.3 -0.2 0.0
C 5.0069 -3.2945 -3.4891 0.4 2.4 0.2
C 3.7044 -3.7537 -2.9286 -0.2 -2.6 -0.3
C 2.5452 -3.2094 -3.7323 -0.2 1.1 1.6
C 2.8947 -3.0488 -5.1852 0.1 0.0 -0.1
H 5.1963 -2.2887 -3.1139 0.0 0.4 -0.1
H 5.9362 -3.7948 -3.2167 -0.3 -0.6 -0.6
H 3.6631 -4.8325 -3.0788 0.2 -0.4 0.1
H 3.5133 -3.6239 -1.8634 0.5 0.4 0.0
H 2.3370 -2.2707 -3.2189 -0.4 0.4 -0.6
H 1.6924 -3.8569 -3.5282 -0.2 0.1 -0.4
H 2.5035 -2.1317 -5.6255 0.1 -0.1 0.0
H 2.4914 -3.9232 -5.6960 0.5 0.1 -0.5
O 2.9944 3.1436 1.1397 -0.2 -0.3 0.1
S 2.5493 4.0276 0.0767 -0.9 0.8 -0.1
O 2.5739 3.5206 -1.3052 0.1 0.8 1.8
C 0.8848 4.8086 0.5128 0.5 -0.1 -0.9
C 1.1824 5.8800 1.5378 -0.3 -1.5 0.8
C 2.5220 6.4935 1.2232 0.9 0.6 0.9
C 3.4590 5.5832 0.3688 -1.0 0.8 -1.0
H 0.1831 4.0517 0.8633 0.1 0.0 -0.3
H 0.5755 5.2229 -0.4468 -0.2 -0.2 -0.1
H 0.4306 6.6427 1.7408 -0.3 -0.1 -0.8
H 1.1305 5.3349 2.4802 0.7 0.1 0.3
H 2.9803 6.7829 2.1689 0.3 -0.2 0.0
H 2.3059 7.4595 0.7668 0.4 -0.2 -0.6
H 4.4808 5.4149 0.7090 -0.3 -0.2 0.3
H 3.5130 6.0567 -0.6115 0.2 -0.2 -0.2
O -3.5419 -5.2667 -0.8413 0.2 0.7 0.2
S -2.5200 -4.3181 -0.4415 1.3 -0.5 0.3
O -2.8223 -2.8970 -0.2706 0.3 -1.4 -0.4
C -1.6217 -4.8980 1.0528 0.1 -0.3 0.1
C -0.2456 -5.4814 0.5853 -1.3 -0.3 0.6
C 0.1850 -4.6552 -0.5910 -0.2 0.7 0.2
C -1.0262 -4.6261 -1.5281 -0.8 0.5 0.2
H -2.1874 -5.6409 1.6152 -0.3 0.0 -0.3
H -1.5546 -4.0139 1.6868 0.4 0.1 -0.1
H 0.4606 -5.4368 1.4144 0.0 0.0 -0.1
H -0.3757 -6.5199 0.2808 -0.1 -0.2 0.2
H 1.0969 -5.0495 -1.0394 -0.1 0.1 -0.2
H 0.3861 -3.7159 -0.0759 0.2 0.5 -0.9
H -1.1856 -5.6169 -1.9534 -0.1 0.0 0.1
H -1.1245 -3.8980 -2.3332 0.5 0.2 0.1
O -0.1449 4.7773 5.3398 -1.4 -0.8 -1.0
S -0.7642 3.8660 4.3565 1.9 -0.1 1.8
O -1.3018 4.3317 3.1240 -0.7 0.8 -0.8
C 0.5595 2.7053 3.9793 -0.2 0.2 -0.4
C 0.1907 1.4186 4.7341 -0.3 -0.2 -0.2
C -0.9521 1.6372 5.7648 0.3 0.4 0.3
C -1.8995 2.6790 5.1700 0.9 0.4 -0.5
H 1.4731 3.2848 4.1124 0.1 -0.4 0.9
H 0.5721 2.5342 2.9029 -0.4 -0.1 0.0
H -0.2586 0.8218 3.9403 0.2 -0.5 0.1
H 1.0230 0.8800 5.1872 0.0 0.1 -0.1
H -0.5624 1.9389 6.7370 0.1 0.4 -0.1
H -1.4585 0.6986 5.9897 -0.1 -0.1 -0.4
H -2.5433 3.2502 5.8388 0.0 -0.3 -0.1
H -2.4253 2.2646 4.3097 -0.4 0.0 0.2
O -6.8397 -2.6933 3.4359 0.3 0.0 -0.1
S -6.2192 -1.4165 3.1874 1.0 1.2 0.8
O -6.9522 -0.4000 2.4497 0.6 -0.7 0.0
C -5.7100 -0.6407 4.8425 -0.7 -0.2 -1.0
C -4.2760 -1.0387 4.9600 1.2 -0.9 0.9
C -3.5757 -0.8423 3.6235 -0.8 -0.1 -0.1
C -4.4317 -1.6156 2.5571 0.3 1.9 0.9
H -6.4329 -0.9739 5.5871 0.3 -0.5 0.0
H -5.8171 0.4436 4.8108 0.0 0.1 -0.6
H -3.7447 -0.5757 5.7915 -0.1 0.6 -0.1
H -4.1356 -2.0899 5.2119 -0.5 -0.4 0.0
H -2.5467 -1.2015 3.6342 -0.1 -0.1 0.0
H -3.5318 0.2224 3.3938 -0.1 0.0 -0.2
H -4.0313 -2.6239 2.4520 -0.8 -0.1 -0.1
H -4.3045 -0.9904 1.6734 -0.5 -0.7 -0.5
O -3.7587 -0.2400 -2.8213 -1.7 0.0 0.6
S -5.1393 -0.5802 -2.4226 1.5 -0.5 0.2
O -5.5132 -0.6120 -1.0049 0.3 0.4 -1.5
C -6.3331 0.4112 -3.4366 0.4 -0.4 1.8
C -6.7980 -0.5875 -4.4567 -0.9 -0.3 -0.4
C -6.9039 -1.9244 -3.6955 -0.4 -0.8 -1.4
C -5.5192 -2.2195 -3.2098 0.1 1.9 1.8
H -5.8413 1.3609 -3.6469 -0.1 -0.3 -0.5
H -7.1709 0.5779 -2.7596 0.1 0.3 0.2
H -7.8216 -0.3484 -4.7452 0.2 0.3 -0.5
H -6.1470 -0.6512 -5.3285 -0.1 -0.1 0.0
H -7.2441 -2.7537 -4.3157 0.0 0.2 -0.5
H -7.7116 -1.8588 -2.9666 0.5 0.2 0.6
H -4.7721 -2.2419 -4.0032 -0.2 -0.6 0.0
H -5.4122 -2.9168 -2.3789 0.2 -0.3 -0.4
O -1.7540 0.8741 1.5889 1.2 0.8 -0.8
S -0.9519 1.1767 0.3833 -1.1 -1.4 1.1
O -1.0096 2.4663 -0.2559 0.1 0.6 0.6
C 0.7850 0.6608 0.5464 -0.5 -0.4 0.2
C 1.0345 -0.0975 -0.7640 -0.7 0.1 0.0
C -0.2354 -0.9918 -1.0067 0.8 0.8 0.5
C -1.4062 0.0145 -0.8474 0.7 -1.2 -1.5
H 0.8785 -0.0725 1.3475 -0.4 0.1 0.3
H 1.4034 1.5253 0.7877 0.0 0.0 -0.3
H 1.0644 0.6467 -1.5598 0.4 -0.1 -0.3
H 1.9603 -0.6622 -0.6539 0.0 0.0 -0.4
H -0.2277 -1.8245 -0.3034 -0.3 0.3 0.3
H -0.2059 -1.4393 -2.0002 -0.1 0.3 -0.1
H -2.3905 -0.4468 -0.7666 0.1 0.3 0.5
H -1.3821 0.6146 -1.7569 -0.3 0.0 -0.1
O 3.4116 -2.3339 0.5252 -0.2 0.0 -0.5
S 2.8168 -2.6975 1.7833 0.0 -1.4 1.0
O 1.3618 -2.6997 1.9641 1.5 0.1 -0.3
C 3.5271 -4.3432 2.3478 0.6 -0.6 0.2
C 4.1954 -4.0712 3.7132 -0.7 -0.2 -0.5
C 4.6769 -2.6219 3.7105 0.8 0.2 0.5
C 3.6357 -1.7157 3.0810 -1.2 -0.6 0.1
H 4.2785 -4.7789 1.6892 0.3 1.1 -0.6
H 2.8627 -5.2073 2.3478 -0.9 0.7 0.3
H 3.4747 -4.2791 4.5041 -0.2 0.5 0.1
H 5.0123 -4.7557 3.9419 0.1 0.0 -0.4
H 5.6323 -2.4852 3.2039 0.0 -0.4 -0.3
H 4.9104 -2.3797 4.7473 -0.3 0.5 0.0
H 3.9465 -0.7843 2.6077 0.2 -0.1 0.2
H 2.8091 -1.5595 3.7741 0.1 0.4 0.1
O -4.5304 5.2675 2.5139 -0.8 -1.7 0.4
S -5.1383 3.9350 2.6812 0.0 2.0 -1.9
O -5.0134 3.2601 3.9609 -0.1 -0.1 -0.6
C -6.9327 4.0463 2.1486 0.3 -0.4 0.5
C -7.1753 2.8790 1.1368 0.9 1.0 2.2
C -5.8747 2.7931 0.3417 -0.4 0.6 -1.9
C -4.6311 2.8708 1.2378 -0.9 -1.0 0.9
H -7.1678 5.0307 1.7440 0.6 0.0 -0.2
H -7.4967 3.9923 3.0798 0.0 -0.4 0.0
H -7.2706 2.0003 1.7746 -0.2 -0.3 -0.4
H -8.1133 3.0945 0.6251 0.3 -0.3 -0.4
H -5.8498 3.5569 -0.4355 0.1 1.1 0.5
H -5.9344 2.0000 -0.4036 0.5 -1.1 0.8
H -3.6761 3.1467 0.7905 -0.3 0.5 0.0
H -4.4729 1.8887 1.6833 0.1 -0.1 0.1
O 0.9155 -0.3319 -4.4575 0.7 0.7 -0.4
S 1.5723 0.9586 -4.6444 0.8 2.7 1.0
O 0.9798 2.1775 -4.0395 0.2 -2.0 -1.0
C 3.3341 1.0349 -4.0374 -0.8 -0.4 -0.5
C 4.2064 1.7155 -5.1448 -1.7 -0.7 0.9
C 3.5548 1.2204 -6.4877 0.0 -0.5 0.8
C 1.9872 1.4064 -6.4020 0.6 0.0 0.4
H 3.6450 0.0043 -3.8667 0.2 -0.1 -0.1
H 3.2445 1.5341 -3.0725 0.0 0.2 -0.3
H 4.1776 2.7998 -5.0375 -0.4 0.1 -0.2
H 5.2293 1.4445 -4.8838 0.1 -0.4 -0.8
H 3.6812 0.1421 -6.5843 0.3 -0.2 0.4
H 4.1389 1.5755 -7.3368 -0.8 0.6 -0.2
H 1.3696 0.7857 -7.0511 0.4 -0.2 -0.1
H 1.6198 2.4285 -6.4934 0.2 0.0 0.1
```
Forces are in eV/Å.

(3)
Here is 7 unconnected molecules or ions with the total composition H14O7 from OMol25. Energies are from ωB97M-V/def2-TZVPD.

Output
**HOMO level**: -0.3998 Eh
**SMILES string**: O.O.O.O.O.O.O
**LUMO level**: -0.11 eV
**Gap between HOMO and LUMO**: 10.772 eV
**Charge**: 0
**E_tot**: -534.9927 a.u.

The geometry in XYZ format:
```
21
Properties=species:S:1:pos:R:3:forces:R:3
O -1.2883 -0.1165 -0.2994 -2.4 0.6 -2.4
H -1.7518 0.4603 -0.9939 0.9 -1.3 1.5
H -0.6401 0.4694 0.0294 1.2 0.8 0.7
O -0.1095 -0.9473 2.1409 -0.4 -1.8 0.5
H 0.4987 -0.4878 1.5955 1.0 0.9 -0.7
H 0.0310 -1.8766 1.8516 -0.4 0.8 0.4
O 4.0396 -1.1644 0.6286 -1.9 3.4 3.5
H 3.0908 -0.8561 0.6417 1.7 -0.7 -0.3
H 4.1710 -1.7533 -0.0345 0.2 -2.7 -3.2
O -5.3610 -1.4843 2.1448 0.2 2.9 -2.1
H -4.9433 -2.1828 2.5930 1.2 -1.2 0.7
H -4.6706 -0.9004 1.6790 -1.4 -1.7 1.3
O 0.5617 2.9632 0.5479 1.8 2.7 -0.4
H 0.1683 3.8501 0.6629 0.2 -0.8 0.0
H -0.0878 2.3504 0.7434 -2.2 -1.6 0.8
O 1.5346 1.6135 -1.6791 1.4 3.9 1.4
H 2.2813 1.2717 -2.1222 0.7 -1.0 -0.8
H 0.8179 1.0480 -1.6895 -1.4 -2.0 -0.6
O 0.6382 -0.5618 -2.4423 -3.1 -1.3 -2.0
H 1.2523 -1.0253 -3.0112 0.5 -0.1 -0.1
H -0.2331 -0.6699 -2.9865 2.2 0.3 1.7
```
Forces are in eV/Å.

How do the records compare in energy relative to the best compared isomer or geometry (same formula, charge and spin)? In the order shown, they have 196.7; 276.2; 344.2 kJ/mol.